Computed, not measured: a cluster of 13 separate species, C78H181N11O15 in total in a non-equilibrium geometry, with wB97M-V/def2-TZVPD.

```
! RIJCOSX wB97M-V def2-TZVPD def2/J DEFGRID3
* xyz 0 1
C 4.4902 -0.3178 0.8230
C 4.9666 1.0232 0.2373
C 4.0568 2.2449 0.4462
O 4.6988 3.2330 -0.3409
C 4.2672 4.5182 -0.0790
N 6.3728 1.2035 0.6665
H 3.7262 -0.8106 0.2016
H 4.1599 -0.1993 1.8641
H 5.3254 -1.0345 0.8167
H 4.9652 0.8930 -0.8744
H 4.0172 2.6210 1.4932
H 3.0429 2.1245 0.1267
H 3.1628 4.5483 0.0187
H 4.5136 5.1404 -0.9060
H 4.6259 4.9436 0.8871
H 6.2683 1.0965 1.6833
H 6.7729 2.1317 0.4405
C 5.8864 -5.8652 -1.0379
C 4.6881 -5.2743 -1.6922
C 4.0425 -4.4471 -0.5961
O 3.8539 -5.2509 0.5903
C 3.1037 -4.6582 1.5673
N 4.9547 -4.5672 -2.9701
H 6.3716 -6.6087 -1.6982
H 5.6207 -6.4250 -0.1434
H 6.6392 -5.1353 -0.7814
H 4.0019 -6.0920 -1.9212
H 3.0540 -4.1221 -0.9702
H 4.6471 -3.5794 -0.4190
H 3.5680 -3.7831 1.8955
H 3.0712 -5.3487 2.4267
H 2.0632 -4.5181 1.2977
H 5.0784 -5.2211 -3.7191
H 5.7612 -3.9884 -2.8304
C 1.7451 5.1919 2.3934
C 1.6711 6.3535 3.4135
C 2.9842 6.9489 3.7110
O 3.7812 6.0063 4.3838
C 5.1685 6.3001 4.2759
N 0.6722 7.3406 3.0192
H 0.9350 4.5311 2.5187
H 2.6318 4.6027 2.6435
H 1.7893 5.5317 1.3233
H 1.2904 5.9226 4.3295
H 2.7286 7.7418 4.4782
H 3.4233 7.4197 2.7923
H 5.4467 7.3433 4.3064
H 5.4523 5.8928 3.3041
H 5.6827 5.7994 5.0939
H 0.8370 7.4732 2.0097
H 0.7890 8.2207 3.4890
C 1.5164 -0.1559 -4.0080
C 2.7183 -1.0305 -4.1194
C 3.9502 -0.0776 -4.4744
O 3.9790 0.8250 -3.3879
C 4.8134 1.9415 -3.6473
N 2.9707 -1.7888 -2.9137
H 0.6430 -0.7928 -3.7774
H 1.3541 0.3619 -4.9345
H 1.6449 0.5068 -3.1522
H 2.5355 -1.7707 -4.9263
H 3.7249 0.4238 -5.4392
H 4.8833 -0.5842 -4.6780
H 4.5638 2.1634 -4.7002
H 5.8732 1.7068 -3.5764
H 4.5364 2.7123 -2.9051
H 3.5659 -2.6197 -3.0524
H 3.5971 -1.1833 -2.3705
C 4.4491 0.4970 6.6849
C 5.2733 0.4871 5.4356
C 5.4504 -0.9304 4.9109
O 6.1760 -0.9595 3.6967
C 6.6345 -2.2304 3.3045
N 4.5929 1.2942 4.4108
H 3.6238 -0.1786 6.4133
H 4.0629 1.5176 6.8559
H 5.0208 0.1484 7.5749
H 6.3028 0.8459 5.5460
H 4.4055 -1.3985 4.8283
H 6.0535 -1.4964 5.5964
H 5.7729 -2.8494 2.9801
H 7.2277 -2.7493 4.0388
H 7.3476 -2.0029 2.4979
H 4.9993 1.1513 3.4965
H 4.5049 2.2348 4.7400
C 0.0813 -7.7635 -2.9445
C 0.2128 -6.2579 -3.1854
C 1.4393 -6.0102 -4.0777
C 1.6124 -4.5760 -4.5050
C 0.4160 -4.1150 -5.2668
C -0.8964 -4.4042 -4.5225
N -0.8881 -5.8335 -4.0577
O -2.1383 -6.0382 -3.3464
C -1.2053 -3.4123 -3.3724
C -1.9659 -4.2048 -5.5113
C 0.2750 -5.6193 -1.7885
H -0.8834 -8.0978 -2.4908
H 0.9154 -8.1667 -2.3853
H 0.0728 -8.2703 -3.9430
H 2.4059 -6.2325 -3.5365
H 1.2996 -6.6784 -4.9378
H 2.5076 -4.4495 -5.1436
H 1.8538 -3.9571 -3.6402
H 0.2639 -4.5409 -6.2501
H 0.4561 -3.0302 -5.4539
H -1.7038 -2.5195 -3.7893
H -1.8377 -3.9617 -2.7008
H -0.3478 -3.0010 -2.8124
H -1.9931 -4.9620 -6.2939
H -2.9928 -4.1084 -5.1399
H -1.7755 -3.2456 -6.0094
H -0.5999 -5.7638 -1.1520
H 0.6042 -4.5847 -1.8538
H 1.0360 -6.1591 -1.2412
H -2.5680 -6.5967 -3.9992
C -1.4204 2.2022 -1.5946
C -0.7130 3.5710 -1.3504
C 0.8289 3.4428 -1.5835
C 1.4258 3.6951 -2.9944
C 0.7849 4.9649 -3.5338
C -0.7212 4.9555 -3.5416
N -1.1298 4.7672 -2.0819
O -2.6040 4.7172 -2.0529
C -1.2998 6.3185 -3.9788
C -1.3064 3.9063 -4.4833
C -0.9661 3.9973 0.1044
H -2.5204 2.4158 -1.7493
H -1.4193 1.6163 -0.6990
H -1.0966 1.5586 -2.4395
H 1.3801 4.1168 -0.9559
H 1.1749 2.4782 -1.2217
H 1.3626 2.8020 -3.6450
H 2.4640 3.9433 -2.8414
H 1.1991 5.3247 -4.4910
H 1.1024 5.7322 -2.8265
H -2.3886 6.3299 -3.9774
H -1.0206 7.0875 -3.2464
H -1.0804 6.5878 -5.0222
H -2.3744 3.9868 -4.4573
H -0.9007 4.0589 -5.4924
H -1.0751 2.8714 -4.1449
H -1.9971 3.9653 0.4257
H -0.4805 4.9683 0.2501
H -0.4218 3.2920 0.7508
H -2.7721 5.6135 -1.7146
C -4.8182 0.1819 0.8131
C -4.7619 -0.6678 -0.4723
C -3.3178 -1.0804 -0.9538
C -2.6946 -2.2363 -0.1727
C -3.5901 -3.4296 -0.2613
C -5.0173 -3.1285 0.1239
N -5.4946 -1.9357 -0.6268
O -6.8593 -1.7674 -0.2132
C -5.7976 -4.4490 -0.2939
C -5.2249 -2.9947 1.6394
C -5.3972 0.2206 -1.5510
H -5.8526 0.1486 1.2486
H -4.6528 1.2057 0.5346
H -4.0640 -0.1377 1.5455
H -3.5296 -1.3575 -1.9924
H -2.7628 -0.1478 -1.0340
H -2.4686 -1.9247 0.8687
H -1.7019 -2.4125 -0.6338
H -3.1821 -4.2264 0.4039
H -3.6271 -3.8811 -1.2769
H -5.8756 -4.5453 -1.3934
H -5.1926 -5.3172 0.0629
H -6.7904 -4.5058 0.1568
H -6.2514 -2.6543 1.8578
H -5.0762 -3.9075 2.1617
H -4.5823 -2.2587 2.1625
H -5.4046 -0.2660 -2.5180
H -4.7510 1.1028 -1.7643
H -6.4071 0.5540 -1.2198
H -7.3722 -1.8190 -1.0178
C -0.5911 1.2021 -7.4941
C -2.0393 0.7104 -7.2776
C -1.9713 -0.2547 -6.1132
C -3.2972 -0.7490 -5.6713
C -4.1599 0.4689 -5.3555
C -4.3268 1.5976 -6.4019
N -2.9104 1.8462 -6.8192
O -2.7695 2.8963 -7.7251
C -5.3311 1.2582 -7.4617
C -4.7906 2.8045 -5.6379
C -2.3065 0.0059 -8.6487
H -0.5477 1.8198 -8.3632
H -0.0402 0.2866 -7.7227
H -0.2300 1.7472 -6.6108
H -1.1841 -1.0258 -6.2574
H -1.5697 0.2956 -5.2616
H -3.2037 -1.4057 -4.7925
H -3.7874 -1.2642 -6.5077
H -3.8066 0.8478 -4.4001
H -5.1862 0.1559 -5.1605
H -4.9599 0.3948 -7.9986
H -6.2341 0.9041 -6.9723
H -5.5553 2.0760 -8.1691
H -5.7870 2.5682 -5.2498
H -4.1857 2.9908 -4.7571
H -4.8406 3.7149 -6.2369
H -2.3269 0.8176 -9.4147
H -3.2918 -0.4680 -8.8613
H -1.5161 -0.6966 -8.8909
H -2.1766 3.5267 -7.3457
C -2.9401 -4.7013 5.4854
C -1.6085 -4.6683 4.7361
C -1.9438 -4.5817 3.2455
C -0.7154 -4.3136 2.3753
C 0.0608 -3.1107 2.9235
C 0.3387 -3.1211 4.4299
N -0.9383 -3.4370 5.1298
O -0.7373 -3.4486 6.5246
C 1.5463 -3.9468 4.7559
C 0.6931 -1.6846 4.8141
C -0.9922 -6.0294 5.0693
H -3.6676 -5.4071 5.0581
H -3.3029 -3.6829 5.4763
H -2.7384 -4.9304 6.5364
H -2.4258 -5.5320 3.0420
H -2.6374 -3.7277 3.1343
H -1.0414 -4.1355 1.3512
H -0.1475 -5.2871 2.3216
H -0.4477 -2.1600 2.8024
H 1.0047 -3.0251 2.3486
H 1.5984 -4.3369 5.7902
H 1.5561 -4.9293 4.2511
H 2.4574 -3.4477 4.4653
H -0.2911 -1.1845 4.8318
H 1.1732 -1.4828 5.7591
H 1.2691 -1.1814 4.0309
H -0.1028 -6.1792 4.4469
H -1.6563 -6.8532 4.8269
H -0.8286 -6.2093 6.1271
H -1.3968 -2.8198 6.8018
C -1.8413 5.6467 5.3137
C -2.7668 4.6927 4.5535
C -1.8437 3.9536 3.6026
C -2.4381 2.6844 3.0128
C -2.8266 1.8019 4.1565
C -3.7709 2.4749 5.1299
N -3.1640 3.7353 5.5989
O -4.0266 4.3965 6.4856
C -5.2297 2.5654 4.6924
C -3.6983 1.5127 6.3533
C -3.8650 5.4303 3.7695
H -1.0404 5.0620 5.7064
H -2.3823 6.1418 6.1250
H -1.4560 6.4173 4.6573
H -1.4897 4.6364 2.8335
H -0.9877 3.6518 4.2118
H -1.7417 2.1282 2.3849
H -3.3333 2.9503 2.3618
H -1.9106 1.5588 4.7485
H -3.1434 0.8525 3.7413
H -5.4337 3.2830 3.8970
H -5.5608 1.6074 4.3108
H -5.8520 2.8864 5.5454
H -3.8429 0.4235 6.0853
H -2.7106 1.6039 6.7539
H -4.4319 1.7799 7.1334
H -4.1732 4.8657 2.8574
H -3.4149 6.3194 3.3313
H -4.7605 5.6600 4.3825
H -3.5149 4.2986 7.2699
C 0.8433 -0.3609 -0.6750
C 0.7136 -0.2417 0.8799
O 0.5402 1.0633 1.1750
O 0.9146 -1.6697 -1.0428
H 1.7735 0.0827 -0.9545
H 0.1071 0.3324 -1.1311
H 1.6282 -0.6980 1.3079
H -0.1120 -0.8847 1.1647
H 0.8220 1.3452 2.0503
H 1.6775 -1.7641 -1.6346
C 1.2082 1.8423 5.0639
C 1.5104 3.2730 5.4615
O 2.9009 3.4726 5.4887
O 1.6856 1.4212 3.8112
H 0.1180 1.8034 5.0232
H 1.5002 1.1756 5.8849
H 1.0274 3.4273 6.4113
H 0.9699 3.9368 4.7491
H 3.1641 4.3851 5.5142
H 2.6578 1.3165 3.9529
*
```

HOMO = -8.30 eV

Löwdin atomic charge list, values in e, 99 entries: number 1, C, carries -0.047; number 2, C, carries -0.403; number 3, C, carries -0.164; number 4, O, carries -0.203; number 5, C, carries -0.125; number 6, N, carries 0.051; number 7, H, carries 0.061; number 8, H, carries 0.068; number 9, H, carries 0.072; number 10, H, carries 0.127; number 11, H, carries 0.128; number 12, H, carries 0.102; number 13, H, carries 0.056; number 14, H, carries 0.082; number 15, H, carries 0.090; number 16, H, carries 0.053; number 17, H, carries 0.082; number 18, C, carries -0.077; number 19, C, carries -0.435; number 20, C, carries -0.177; number 21, O, carries -0.179; number 22, C, carries -0.130; number 23, N, carries 0.067; number 24, H, carries 0.088; number 25, H, carries 0.081; number 26, H, carries 0.081; number 27, H, carries 0.128; number 28, H, carries 0.117; number 29, H, carries 0.115; number 30, H, carries 0.060; number 31, H, carries 0.100; number 32, H, carries 0.075; number 33, H, carries 0.072; number 34, H, carries 0.070; number 35, C, carries -0.027; number 36, C, carries -0.456; number 37, C, carries -0.231; number 38, O, carries -0.214; number 39, C, carries -0.078; number 40, N, carries 0.055; number 41, H, carries 0.038; number 42, H, carries 0.074; number 43, H, carries 0.085; number 44, H, carries 0.113; number 45, H, carries 0.146; number 46, H, carries 0.150; number 47, H, carries 0.084; number 48, H, carries 0.084; number 49, H, carries 0.092; number 50, H, carries 0.082; number 51, H, carries 0.065; number 52, C, carries -0.059; number 53, C, carries -0.389; number 54, C, carries -0.180; number 55, O, carries -0.232; number 56, C, carries -0.081; number 57, N, carries 0.052; number 58, H, carries 0.085; number 59, H, carries 0.073; number 60, H, carries 0.062; number 61, H, carries 0.135; number 62, H, carries 0.121; number 63, H, carries 0.116; number 64, H, carries 0.091; number 65, H, carries 0.088; number 66, H, carries 0.079; number 67, H, carries 0.059; number 68, H, carries 0.085; number 69, C, carries -0.050; number 70, C, carries -0.433; number 71, C, carries -0.205; number 72, O, carries -0.215; number 73, C, carries -0.104; number 74, N, carries 0.070; number 75, H, carries 0.074; number 76, H, carries 0.078; number 77, H, carries 0.097; number 78, H, carries 0.140; number 79, H, carries 0.145; number 80, H, carries 0.118; number 81, H, carries 0.089; number 82, H, carries 0.078; number 83, H, carries 0.097; number 84, H, carries 0.052; number 85, H, carries 0.058; number 86, C, carries -0.047; number 87, C, carries -0.521; number 88, C, carries -0.128; number 89, C, carries -0.203; number 90, C, carries -0.136; number 91, C, carries -0.502; number 92, N, carries -0.057; number 93, O, carries -0.038; number 94, C, carries -0.012; number 95, C, carries -0.067; number 96, C, carries -0.018; number 97, H, carries 0.092; number 98, H, carries 0.077; number 99, H, carries 0.091